Density functional theory data (ωB97M-V/def2-TZVPD) for C35H32Cl2N7O2V as an isolated structure.

**Expectation value of S²**: 0.7772
**Energy relative to the best compared isomer or geometry (same formula, charge and spin)**: 0.0 kcal per mole
**2S+1**: 2
**Kohn-Sham gap (alpha / beta)**: 6.6 / 5.6 eV
**Highest occupied orbital energy (alpha / beta)**: -8.931 / -8.050 eV
**Net charge**: +1

Atoms and positions in Å:
V 1.53611 -1.89267 0.45295
C 1.45216 -4.89455 -0.15784
N 2.13271 -3.71129 -0.70463
C 3.59620 -3.85633 -0.59928
C 4.07444 -3.49445 0.78379
C 5.21991 -4.03141 1.33763
C 5.64691 -3.56579 2.57429
C 4.90921 -2.58109 3.20812
C 3.76055 -2.10687 2.59749
N 3.34437 -2.55893 1.40903
C 1.72194 -3.39201 -2.08279
C 2.16460 -1.98852 -2.43220
C 2.35856 -1.57724 -3.73806
C 2.74898 -0.26866 -3.97701
C 2.94017 0.58065 -2.89720
C 2.72095 0.09852 -1.62086
N 2.33110 -1.16199 -1.38897
C 0.15178 -4.55074 0.52202
C -0.88897 -5.45955 0.61734
C -1.99865 -5.13061 1.37901
C -2.04197 -3.89238 2.00196
C -0.98757 -3.02060 1.81580
N 0.09822 -3.34174 1.09854
H 1.30611 -5.66413 -0.92300
H 2.10700 -5.32186 0.60605
H 3.91168 -4.86786 -0.87548
H 4.05913 -3.16707 -1.30720
H 5.77242 -4.79418 0.80498
H 6.54265 -3.96608 3.02950
H 5.20846 -2.18216 4.16674
H 3.14109 -1.34155 3.04836
H 2.12285 -4.11394 -2.80458
H 0.63155 -3.46281 -2.12526
H 2.20794 -2.27425 -4.55211
H 2.90517 0.08090 -4.98840
H 3.25256 1.60585 -3.03498
H 2.84379 0.72111 -0.74367
H -0.81866 -6.41327 0.11127
H -2.82071 -5.82634 1.47954
H -2.88552 -3.59132 2.60623
H -1.00229 -2.02054 2.23032
C -6.14713 9.06934 -1.60422
O -5.95304 7.96192 -2.46874
C -5.12131 6.97673 -2.05765
C -4.95880 5.91224 -2.94484
C -4.12862 4.86419 -2.61221
C -3.44587 4.86054 -1.39750
C -3.61406 5.91771 -0.51229
C -4.44726 6.97626 -0.83684
N -2.61111 3.73595 -1.15178
N -1.91248 3.80794 -0.12535
C -1.10482 2.69794 0.20046
C -0.14039 2.97234 1.14425
C 0.78940 2.02433 1.59106
C 0.75444 0.74541 1.08493
O 1.59283 -0.21067 1.44392
C -0.25595 0.42164 0.12082
N -0.23760 -0.87635 -0.30925
C -1.17870 -1.27311 -1.13697
C -2.18440 -0.41902 -1.60975
C -2.19571 0.89149 -1.21827
C -1.20473 1.36767 -0.32380
H -6.83506 9.73349 -2.11826
H -5.20715 9.59359 -1.41741
H -6.58694 8.75603 -0.65458
H -5.49322 5.93461 -3.88479
H -3.99070 4.03313 -3.29223
H -3.08952 5.90855 0.43246
H -4.56586 7.78937 -0.13617
H -0.11494 3.97909 1.54103
H 1.52844 2.28249 2.33723
H -1.15833 -2.31555 -1.43999
H -2.93918 -0.80633 -2.27994
H -2.95064 1.57006 -1.57847
Cl 0.62069 1.15138 6.39580
C 0.75659 -0.59058 6.17340
Cl 0.48554 -1.06957 4.48456
H 0.01027 -1.07951 6.78680
H 1.75836 -0.89701 6.44716